The following is a DFT calculation (ωB97M-V with the def2-TZVPD basis set) of C31H41NOPSbSiSn as an isolated structure at a distorted geometry.

```
78
Properties=species:S:1:pos:R:3:lowdin_charge:R:1
Sn 0.34 0.53 -1.28 0.555
Si 0.52 -1.76 -2.52 0.406
P 0.94 1.80 -3.48 0.643
N -1.65 1.08 -1.15 -0.234
H 2.92 0.72 -0.60 0.048
C 1.27 3.56 -3.32 -0.275
H 1.50 4.01 -4.29 0.050
H 2.13 3.70 -2.65 0.045
H 0.40 4.06 -2.89 0.054
C 2.40 1.09 -4.33 -0.255
H 2.66 1.71 -5.20 0.051
H 2.20 0.06 -4.67 0.038
H 3.26 1.07 -3.64 0.041
C -0.45 1.67 -4.69 -0.250
H -0.25 2.32 -5.56 0.048
H -1.39 2.00 -4.21 0.049
H -0.58 0.63 -5.03 0.041
C 2.19 -2.59 -2.73 -0.340
H 2.60 -2.83 -1.73 0.002
H 2.86 -1.90 -3.27 0.006
H 2.04 -3.51 -3.32 0.023
H -0.30 -2.76 -1.80 -0.078
H -0.04 -1.72 -3.90 -0.077
C -2.88 0.80 -1.53 -0.519
C -5.30 1.39 -1.34 -0.137
C -3.96 1.68 -1.10 -0.083
C -3.31 -0.32 -2.32 -0.083
C -4.64 -0.62 -2.55 -0.133
C -5.67 0.23 -2.06 -0.148
H -6.11 2.05 -0.97 0.097
H -3.69 2.59 -0.60 0.082
H -2.54 -0.98 -2.74 0.071
H -4.94 -1.53 -3.13 0.101
H -6.73 -0.02 -2.24 0.086
C 3.82 0.26 -0.28 -0.581
O 3.07 -0.76 -0.72 -0.122
C 3.61 1.00 1.04 -0.024
H 4.51 1.60 1.25 0.089
H 3.49 0.32 1.89 0.069
H 2.85 1.80 1.16 0.071
C 5.19 0.24 -0.83 -0.033
H 5.59 1.28 -0.93 0.091
H 5.25 -0.23 -1.82 0.084
H 5.81 -0.36 -0.14 0.104
C -1.29 3.37 4.65 -0.085
C -0.12 3.40 3.87 -0.084
C 0.16 2.35 2.98 -0.133
C -0.72 1.27 2.89 -0.356
C -1.89 1.23 3.67 -0.115
C -2.17 2.29 4.54 -0.082
Sb -0.31 -0.36 1.52 1.486
C 1.39 -1.38 2.39 -0.391
C 2.05 -2.36 1.65 -0.145
C 3.24 -2.91 2.15 -0.078
C 3.74 -2.47 3.38 -0.090
C 3.06 -1.51 4.13 -0.088
C 1.86 -0.96 3.63 -0.137
C -2.08 -1.61 1.66 -0.357
C -1.95 -2.93 2.05 -0.139
C -3.08 -3.76 2.11 -0.084
C -4.34 -3.24 1.74 -0.083
C -4.46 -1.91 1.34 -0.073
C -3.33 -1.08 1.32 -0.125
H -1.50 4.19 5.34 0.101
H 0.59 4.23 3.95 0.102
H 1.08 2.38 2.39 0.080
H -2.57 0.38 3.60 0.092
H -3.08 2.26 5.15 0.106
H 1.63 -2.72 0.71 0.095
H 3.75 -3.69 1.58 0.107
H 4.67 -2.91 3.78 0.105
H 3.42 -1.19 5.11 0.103
H 1.30 -0.23 4.23 0.096
H -0.97 -3.33 2.34 0.093
H -2.99 -4.79 2.44 0.099
H -5.22 -3.88 1.79 0.102
H -5.43 -1.50 1.05 0.110
H -3.43 -0.03 1.04 0.092
```

- max |F| (eV/A) = 4.19
- HOMO (spin up / spin down) (eV) = -5.397 / -5.757
- E (Ha) = -2420.956094
- net charge = 0
- gap between HOMO and LUMO (spin up / spin down) (eV) = 4.097 / 5.164